Here is 2 unconnected molecules or ions with the total composition CH7N2S from OMol25. Energies are from ωB97M-V with the def2-TZVPD basis set.

Each line ends with the natural charge from an NBO analysis.
CARTESIAN COORDINATES (ANGSTROEM)
S1 -3.000 -1.002 -0.407  -1.082
H1 -3.633 -2.128 -0.033  0.089
N1 1.055 0.051 -1.189  -0.845
C1 0.969 0.853 0.001  -0.041
N2 0.636 0.121 1.232  -0.876
H2 0.133 -0.326 -1.402  0.384
H3 1.640 -0.758 -1.002  0.342
H4 0.221 1.641 -0.163  0.153
H5 1.893 1.426 0.143  0.143
H6 -0.018 -0.621 0.999  0.384
H7 0.104 0.743 1.821  0.349

total energy: -14966.9562 eV
E_LUMO: 0.15234 hartree
maximum force: 1.0 eV Å⁻¹
total charge: -1
relative energy (zero: lowest compared OMol25 entry of this formula, charge and spin): 5.3 kcal per mole
Kohn-Sham gap: 6.88 eV